# 1
The following is a DFT calculation (wB97M-V/def2-TZVPD) of 2 unconnected molecules or ions with the total composition C3H5NO.

```
10
Properties=species:S:1:pos:R:3:forces:R:3
C 2.60857 -1.57808 0.63136 0.745 0.300 1.889
C -0.09350 0.76711 1.17729 -1.353 3.704 1.775
C -0.93370 0.02863 -0.90209 3.117 -0.296 -2.815
N -0.17844 -0.11715 0.29780 -2.173 -1.644 -4.858
O 2.21085 -1.74144 -0.39115 -0.695 -0.326 -1.904
H 0.55173 0.69866 1.91510 3.126 -0.065 3.547
H -0.66042 1.68408 1.05027 -0.175 -0.088 0.025
H -1.83133 -0.43892 -0.80665 -2.358 -2.642 -0.142
H -1.39923 1.01824 -1.12265 1.611 0.318 0.504
H -0.27453 -0.32113 -1.84928 -1.845 0.740 1.980
```
Positions in Å, forces in eV/Å.

M = 71.1 u
HOMO energy (alpha / beta) = -5.4 / -10.6 eV
multiplicity = 3
E_tot = -247.08341 a.u.
⟨S²⟩ = 2.006
ΔE to the lowest compared entry with this formula, charge and spin = 168.9 kJ/mol
frontier orbital gap (alpha / beta) = 6.521 / 8.547 eV

=====

# 2
The following is a DFT calculation (wB97M-V/def2-TZVPD) of a single C9H17ClO2 molecule.

```
29
Properties=species:S:1:pos:R:3:forces:R:3
C 2.68494 -1.57883 0.05839 -0.070 1.221 -2.672
C 1.14940 -2.01155 0.08778 4.963 -2.069 6.364
C 0.33051 -1.72733 -1.02931 -4.287 2.113 0.412
C -0.16325 -0.20967 -1.15229 -0.016 1.662 0.146
C -0.28101 0.61802 0.20560 3.346 -0.897 1.949
C -0.21682 2.19911 0.21654 -0.026 0.097 0.685
C 1.15374 2.76456 -0.20558 -1.801 2.014 3.176
C -1.44654 0.20438 1.13692 1.597 -0.089 -0.142
O -2.43209 0.21178 0.15662 -4.823 -2.254 -0.615
C -3.52137 -0.62357 0.32897 -0.533 0.622 3.378
O -3.74030 -1.39183 1.28557 0.945 2.686 -4.451
Cl -4.80943 0.02185 -0.85190 1.371 -1.229 1.092
H 2.99142 -2.13656 -0.91402 0.529 1.431 1.529
H 3.44740 -1.74501 0.89907 -1.706 -0.227 -1.011
H 2.64871 -0.37249 -0.10700 0.451 -2.870 0.028
H 0.94848 -1.48370 1.07853 -1.236 -0.598 -1.411
H 1.09243 -3.12477 0.47511 0.178 1.852 -1.195
H -0.55798 -2.36050 -0.73287 0.139 0.904 -0.874
H 0.51384 -1.96851 -2.03516 1.255 -0.920 -1.066
H -1.19895 -0.35395 -1.62134 1.777 1.056 0.047
H 0.61555 0.53233 -1.70249 -1.942 -2.258 0.411
H 0.76946 0.25826 0.70502 -2.472 1.325 -0.618
H -0.95147 2.67605 -0.50051 0.252 -0.651 1.169
H -0.40282 2.52108 1.35971 0.126 -0.542 -2.735
H 1.18562 3.85681 0.09317 -0.332 -0.814 -1.160
H 1.91267 2.44273 0.44779 1.185 -1.238 0.543
H 1.34064 2.57113 -1.19333 0.786 -0.135 -2.439
H -1.35784 -0.77527 1.63237 0.046 0.299 -0.304
H -1.70494 0.98542 1.87866 0.300 -0.493 -0.234
```
Positions in Å, forces in eV/Å.

M = 192.7 u
HOMO energy = -10.5 eV
SMILES string = CCCC[C@@H](CC)COC(=O)Cl
E_tot = -963.66722 a.u.
ΔE to the lowest compared entry with this formula, charge and spin = 83.7 kJ/mol
frontier orbital gap = 10.816 eV

=====

# 3
The following is a DFT calculation (wB97M-V/def2-TZVPD) of a single C2H3Cl2N molecule.

```
8
Properties=species:S:1:pos:R:3:forces:R:3
H -1.32809 0.11204 1.92560 -0.289 0.631 -1.336
N -1.63275 0.70578 1.09681 3.733 -2.078 -1.889
C -0.84703 0.49731 0.04515 -0.931 -0.923 2.858
Cl -1.24018 1.49077 -1.27951 -0.138 0.430 -1.049
C 0.53596 -0.52106 -0.47637 -4.205 1.615 -0.098
Cl 1.50795 -0.94991 0.92217 -0.149 -0.045 -0.722
H 0.90161 0.24895 -1.19235 0.731 -1.023 0.760
H 0.02716 -1.38780 -1.07587 1.248 1.394 1.475
```
Positions in Å, forces in eV/Å.

M = 112.0 u
HOMO energy = -10.5 eV
SMILES string = [H]/N=C(/Cl)CCl
E_tot = -1053.08653 a.u.
ΔE to the lowest compared entry with this formula, charge and spin = 95.8 kJ/mol
frontier orbital gap = 11.200 eV

=====

# 4
The following is a DFT calculation (wB97M-V/def2-TZVPD) of a single C5H8BrNO2 molecule.

```
17
Properties=species:S:1:pos:R:3:forces:R:3
C 1.14172 0.74503 -1.31277 -0.021 1.255 -0.957
C -0.12182 0.57535 -0.49611 0.008 1.770 -0.427
C -0.73836 1.92988 -0.06780 -2.798 -0.857 0.314
C 0.27384 -0.31907 0.58446 -1.867 -4.591 1.433
C -0.43069 -1.51716 0.73281 0.970 3.203 -0.892
Br -1.90040 -2.12587 -0.30988 0.312 0.586 0.143
N -0.01625 -2.51059 1.68960 -0.386 0.522 -1.111
O 0.61807 -2.13162 2.63016 0.882 0.052 1.313
O -0.34241 -3.62669 1.40798 0.171 -1.737 0.699
H 0.90279 1.34305 -2.19681 0.261 0.620 0.273
H 1.31610 -0.17240 -1.78338 0.789 -1.770 -0.405
H 2.06851 1.09128 -0.81320 -0.769 -0.039 -0.086
H -0.93069 0.19059 -1.19256 1.249 -0.211 1.062
H -0.52306 2.46968 0.85838 0.656 -0.473 -0.142
H -1.87894 1.75794 -0.04082 1.543 0.221 0.317
H -0.64984 2.56568 -0.91083 0.388 0.979 -0.680
H 1.21144 -0.26508 1.22077 -1.389 0.469 -0.854
```
Positions in Å, forces in eV/Å.

M = 194.0 u
HOMO energy = -9.8 eV
SMILES string = CC(C)/C=C(\Br)[N+](=O)[O-]
E_tot = -2974.41161 a.u.
ΔE to the lowest compared entry with this formula, charge and spin = 401.2 kJ/mol
frontier orbital gap = 9.321 eV

=====

# 5
The following is a DFT calculation (wB97M-V/def2-TZVPD) of a gas-phase ion, C6H12N3O4S (charge -1).

```
26
Properties=species:S:1:pos:R:3:forces:R:3
C 0.78479 3.95803 -0.26896 2.334 -1.036 -1.594
O 0.28793 2.83273 0.41800 -1.618 -0.213 0.382
C -0.58328 2.00117 -0.31439 0.361 0.961 -2.193
O -0.84435 2.31742 -1.49174 0.142 -0.296 1.409
N -0.88129 0.92366 0.38251 -0.675 -0.456 -0.178
S -2.02696 -0.11844 -0.09874 -0.843 1.108 1.944
O -2.64924 0.09196 -1.38571 1.180 -0.769 -0.063
O -2.97881 -0.17164 0.99845 0.344 -0.410 -0.196
N -1.26074 -1.63176 -0.01761 -0.807 0.248 -3.019
C -0.71356 -2.04921 1.22533 1.080 0.051 -0.652
C 0.65313 -1.45207 1.43815 2.658 2.558 0.143
C 1.57954 -1.76703 0.19096 -2.211 0.495 1.614
C 0.88060 -1.33525 -1.07511 0.064 0.477 -0.397
N -0.42978 -1.95256 -1.16866 -0.246 -0.280 1.293
H 0.42463 4.01714 -1.33722 -0.338 0.213 1.422
H 1.84929 3.52998 -0.45682 -0.855 1.977 0.447
H 0.70281 4.92841 0.31179 0.188 -1.356 -0.615
H -0.68917 -3.17108 1.25275 -0.060 0.881 0.141
H -1.39172 -1.60332 1.86910 -1.338 0.099 2.038
H 1.12621 -1.79905 2.41653 -0.454 0.144 -1.292
H 0.80537 -0.22812 1.44242 -1.594 -3.107 0.491
H 2.36145 -1.09330 0.39120 1.891 0.030 -0.169
H 1.72641 -2.81345 0.29364 0.980 -1.039 -0.649
H 0.74872 -0.21252 -1.05975 0.631 -0.998 -0.264
H 1.35303 -1.71896 -2.01007 0.288 0.690 0.670
H -0.83499 -1.48274 -1.94604 -1.102 0.026 -0.714
```
Positions in Å, forces in eV/Å.

M = 222.2 u
HOMO energy = -4.8 eV
SMILES string = COC(=O)N=[S@](=O)([O-])N1CCCCN1
charge = -1
E_tot = -1099.21692 a.u.
ΔE to the lowest compared entry with this formula, charge and spin = 42.6 kJ/mol
frontier orbital gap = 8.336 eV

=====

# 6
The following is a DFT calculation (wB97M-V/def2-TZVPD) of 2 unconnected molecules or ions with the total composition C6H12NO.

```
20
Properties=species:S:1:pos:R:3:forces:R:3
O -1.34155 0.64127 0.19386 0.357 -0.140 1.917
C -1.28567 0.55432 -0.98160 -1.522 0.016 -1.534
C -0.23703 -0.26205 -1.65236 1.649 0.920 0.470
C 0.83602 -0.89960 -0.92460 -0.090 -0.440 -1.409
C 1.57846 0.08474 0.03142 -1.520 1.009 0.609
C 2.83399 -0.03690 0.36519 1.503 -1.341 -0.781
C 3.52480 0.51244 1.55636 -0.720 1.606 0.387
N -4.84286 -0.36843 0.96135 -0.374 0.079 -0.072
H -1.99789 1.09372 -1.62048 0.151 0.028 -0.222
H -0.14445 -0.08601 -2.72506 -0.066 -0.300 -0.056
H 1.55922 -1.24738 -1.66400 -0.019 -0.432 0.248
H 0.42004 -1.72991 -0.33577 0.036 0.118 0.289
H 0.92936 0.80502 0.50151 -0.193 -0.073 0.310
H 3.44078 -0.70020 -0.25348 0.011 -0.125 0.123
H 2.89164 1.26634 2.03199 -0.162 -0.162 0.124
H 4.41682 1.08258 1.30912 0.342 -0.422 -0.219
H 3.73564 -0.23557 2.31554 0.163 -0.257 -0.224
H -5.25325 0.27912 1.62689 0.166 0.141 -0.036
H -4.10454 -0.84678 1.45312 0.125 -0.169 0.210
H -5.58037 -1.05139 0.80941 0.163 -0.055 -0.135
```
Positions in Å, forces in eV/Å.

M = 114.2 u
HOMO energy = -12.8 eV
charge = +1
E_tot = -365.39442 a.u.
ΔE to the lowest compared entry with this formula, charge and spin = 406.8 kJ/mol
frontier orbital gap = 4.486 eV

=====

# 7
The following is a DFT calculation (wB97M-V/def2-TZVPD) of 5 unconnected molecules or ions with the total composition C6H23NO4.

```
34
Properties=species:S:1:pos:R:3:forces:R:3
C 2.70222 -1.00005 1.56400 2.032 1.027 -0.076
C 2.93835 -0.32809 0.16859 -1.511 -0.724 1.589
C 2.16033 1.01408 0.00563 -0.351 -0.681 -0.868
C 1.53771 1.76458 1.17947 1.808 0.100 0.232
C 0.24967 1.22650 1.72178 -0.914 -0.639 1.280
N -0.85757 1.54445 0.85387 -1.218 0.445 -0.729
C -1.62502 2.77311 1.06215 1.078 0.288 1.315
H 3.37581 -1.82960 1.79214 0.030 -0.156 -0.529
H 1.71623 -1.34359 1.81189 -0.549 0.190 -0.192
H 3.07091 -0.22509 2.24247 -0.611 -0.177 0.592
H 3.97710 -0.04086 0.05367 0.314 -0.746 -0.049
H 2.58574 -1.08407 -0.54544 0.488 0.557 -0.426
H 2.91867 1.66517 -0.44269 -0.577 0.254 -0.335
H 1.34451 0.77655 -0.69504 0.479 0.569 0.130
H 1.41819 2.80642 0.85644 -0.395 -0.152 -0.011
H 2.30874 1.86116 1.95874 -0.286 -0.179 0.182
H 0.08826 1.59301 2.74801 -0.113 0.622 -0.178
H 0.24060 0.15056 1.98552 0.317 0.310 -0.899
H -1.43853 0.79960 0.50690 0.227 -0.247 0.363
H -2.15234 2.92297 2.03817 -0.029 -0.852 -0.415
H -0.89356 3.58060 1.14423 -0.034 0.265 -0.568
H -2.32422 2.96643 0.26067 -0.001 -0.028 -0.255
O -2.05982 -1.17048 -2.43235 0.201 1.195 -0.576
H -1.36362 -0.47872 -2.47517 0.259 -0.735 0.441
H -2.57620 -0.84977 -3.17866 -0.573 -0.545 -0.040
O 0.24033 0.27380 -2.50566 -0.564 -0.249 0.155
H 0.91396 0.15676 -3.16894 0.335 0.120 -0.334
H 0.15087 1.20676 -2.31442 0.226 0.364 0.004
O -3.13766 -1.97760 0.21574 -0.018 0.918 0.463
H -3.75675 -1.28618 -0.03425 -0.498 -0.214 -0.329
H -2.44435 -1.40722 0.57965 0.233 -0.628 0.145
O -0.93956 -3.18199 -0.65742 0.459 -0.149 0.181
H -1.47932 -2.47874 -1.03345 -0.321 -0.112 -0.189
H -0.29683 -3.38729 -1.33878 0.077 -0.010 -0.075
```
Positions in Å, forces in eV/Å.

M = 173.3 u
HOMO energy = -8.7 eV
SMILES string = CCCCCNC.O.O.O.O
E_tot = -598.05802 a.u.
ΔE to the lowest compared entry with this formula, charge and spin = 206.7 kJ/mol
frontier orbital gap = 8.916 eV

=====

# 8
The following is a DFT calculation (wB97M-V/def2-TZVPD) of a single C3H8O2 molecule.

```
13
Properties=species:S:1:pos:R:3:forces:R:3
O -2.39455 -0.32942 -0.14321 -0.559 0.211 -0.021
C -1.07813 -0.41192 0.35657 -0.755 0.582 1.353
C -0.18649 0.64046 -0.23401 0.892 -1.138 -2.398
C 1.27711 0.40104 0.09076 0.460 0.331 1.497
O 1.59737 -0.95433 -0.27959 -0.732 1.080 -0.141
H -2.36946 -0.43271 -1.09518 0.015 -0.064 -0.232
H -0.73991 -1.43294 0.27980 0.613 -0.147 -0.211
H -1.17611 -0.16734 1.41833 -0.052 -0.321 0.139
H -0.49675 1.64840 0.00081 -0.159 0.178 0.121
H -0.28107 0.47146 -1.35477 0.169 0.604 0.937
H 1.45376 0.57172 1.21069 -0.318 -0.467 -1.173
H 1.96741 1.13306 -0.37953 -0.516 -0.412 -0.172
H 2.42682 -1.13751 0.12935 0.941 -0.438 0.301
```
Positions in Å, forces in eV/Å.

M = 76.1 u
HOMO energy = -10.1 eV
SMILES string = OCCCO
E_tot = -269.55422 a.u.
ΔE to the lowest compared entry with this formula, charge and spin = 106.8 kJ/mol
frontier orbital gap = 10.998 eV

=====

# 9
The following is a DFT calculation (wB97M-V/def2-TZVPD) of a single C6H8N4 molecule.

```
18
Properties=species:S:1:pos:R:3:forces:R:3
C -0.65542 -0.78398 0.87899 -2.681 -0.887 1.337
C 3.09557 0.52720 0.18009 1.886 0.192 -0.352
C 0.61354 -0.31646 0.41435 -0.125 3.781 -1.288
C 2.78869 -0.76468 -0.43169 -2.694 1.634 1.485
C 0.89542 1.13514 0.04541 0.694 -2.235 -0.025
C -3.72031 0.32071 -0.44931 -0.051 -0.617 -3.810
N -1.90772 -0.50018 0.63851 0.684 -0.304 0.692
N 2.18216 1.41751 0.13635 -0.813 1.979 0.643
N 1.53596 -1.15792 0.28566 1.530 -2.355 -0.307
N -2.71757 0.46858 0.50243 3.022 0.826 0.598
H -0.59806 -1.64807 1.54718 0.278 -0.270 -0.668
H 4.10179 0.76587 0.59302 -0.880 -0.087 -0.235
H 2.52281 -0.64037 -1.45227 -0.231 0.153 -1.247
H 3.56463 -1.42485 -0.36351 1.633 -2.148 0.476
H 0.20121 1.86214 -0.32034 -0.383 0.210 0.114
H -4.60763 -0.01271 0.03185 -1.368 0.576 0.376
H -3.75579 1.33552 -1.05959 -0.540 -2.222 1.287
H -3.53927 -0.58345 -1.17711 0.040 1.775 0.926
```
Positions in Å, forces in eV/Å.

M = 136.2 u
HOMO energy (alpha / beta) = -7.7 / -7.3 eV
E_tot = -452.23888 a.u.
ΔE to the lowest compared entry with this formula, charge and spin = 585.0 kJ/mol
frontier orbital gap (alpha / beta) = 7.660 / 6.213 eV